1.
11
Properties=species:S:1:pos:R:3:forces:R:3 method="wB97M-V/def2-TZVPD" multiplicity=6 max_force_ev_per_a=2.322 charge=+1 e_homo_ha="-0.50362 / -0.51726"
Pm 2.8086 -0.6422 0.3621 -1.528 1.245 0.227
O 1.1785 0.7232 1.4364 1.635 -1.184 -0.394
N 0.1177 1.3104 1.0325 -0.441 0.116 -0.459
S -0.2805 0.7545 -0.5785 -0.864 1.545 -1.503
O 0.8211 -0.1399 -1.0470 0.514 0.036 0.702
O -0.7289 1.8423 -1.4290 0.893 -1.608 1.397
C -1.7558 -0.3886 -0.3695 -0.508 0.293 -0.155
F -1.3278 -1.6051 -0.1065 0.274 -0.447 0.172
F -2.4931 0.0584 0.6252 0.049 0.075 0.094
F -2.4545 -0.3855 -1.4857 0.241 0.022 0.038
H 4.1146 -1.5277 1.5599 -0.264 -0.093 -0.119


2.
15
Properties=species:S:1:pos:R:3:forces:R:3 method="wB97M-V/def2-TZVPD" smiles=CO.O.O.O relative_energy_ev=1.158 multiplicity=1 max_force_ev_per_a=3.065 charge=0 e_homo_ha=-0.39356
C -1.9513 -1.7563 -1.0944 2.321 0.393 -0.689
O -0.9238 -1.1564 -0.1063 -2.760 -0.577 -1.201
H -2.5673 -0.9003 -1.4149 0.056 -0.576 -0.020
H -2.5852 -2.5688 -0.6516 0.887 0.762 -0.239
H -1.3254 -2.1318 -2.0399 -1.435 0.676 2.306
H -1.4640 -0.4569 0.3222 0.804 -0.539 -0.115
O 2.3111 0.4819 1.9930 0.374 -0.165 -0.194
H 3.0547 1.0763 1.8063 -0.276 -0.442 -0.001
H 2.4768 -0.3287 1.4711 -0.189 0.726 0.119
O -0.5396 2.7380 0.6859 1.308 0.314 1.065
H -0.9278 3.3982 1.2631 -0.903 0.275 -0.171
H 0.3275 2.7283 1.1556 -0.427 -0.732 -0.903
O 1.6156 -0.6538 -0.9773 -0.927 -0.182 0.428
H 0.6520 -0.4964 -0.8202 0.736 -0.523 0.182
H 1.8466 0.0266 -1.5926 0.431 0.590 -0.567